# 1
20
Properties=species:S:1:pos:R:3:lowdin_charge:R:1 method="wB97M-V/def2-TZVPD" gap_ev=8.0 e_homo_ev=-8.3 e_tot_ev=-18631.9208
C -0.0079 -1.9857 1.2888 -0.125
C 0.5861 -1.7712 -0.0162 -0.236
C -0.1481 -0.1049 1.3321 -0.411
C 0.0040 -0.2874 -0.2073 -0.392
C 1.7673 0.7740 -1.6068 -0.048
C -2.0222 0.7590 -0.7646 -0.072
O -0.6682 -2.7128 1.9643 0.158
O 1.5647 -2.1981 -0.5366 0.166
O 0.8125 0.5154 1.9459 0.091
O -1.4071 -0.0544 1.9422 0.056
O 0.9965 0.6539 -0.4230 -0.109
O -1.0905 -0.2586 -1.0487 -0.031
H 2.6197 1.5213 -1.3916 0.122
H 1.2325 1.1244 -2.4639 0.082
H 2.4294 -0.0079 -1.9421 0.080
H -2.7674 0.4194 -0.0557 0.083
H -2.5213 0.9454 -1.7035 0.079
H -1.5371 1.8455 -0.4935 0.162
H 1.4479 1.0249 1.2717 0.203
H -1.2909 -0.2022 2.9085 0.141

# 2
15
Properties=species:S:1:pos:R:3:lowdin_charge:R:1 method="wB97M-V/def2-TZVPD" gap_ev="6.4 / 7.6" e_homo_ev="-9.9 / -14.6" total_charge=+1 spin_multiplicity=3 e_tot_ev=-9849.5428
C 0.0288 -0.2304 0.3846 0.065
C -3.4536 -1.4741 -0.0033 -0.435
C 0.2464 2.2313 1.1863 -0.079
C 0.0018 0.9615 0.6553 -0.080
N 1.9975 -1.1505 -1.1904 0.269
O -2.4757 -1.5112 -0.5900 0.180
O -4.3628 -1.2654 0.6230 0.276
H -0.7209 -0.9647 0.1867 0.027
H 0.2912 2.9099 0.3454 0.105
H -0.5741 2.4418 1.9222 0.124
H 1.2828 2.4041 1.4872 0.099
H 1.3191 -0.7499 -0.5158 -0.006
H 1.9843 -0.4565 -1.9563 0.157
H 1.5074 -1.8582 -1.7225 0.146
H 2.9278 -1.2878 -0.8124 0.152

# 3
39
Properties=species:S:1:pos:R:3:lowdin_charge:R:1 method="wB97M-V/def2-TZVPD" gap_ev=8.3 e_homo_ev=-8.4 e_tot_ev=-48775.6171
C -1.2868 -1.0114 2.5839 -0.021
C -0.3506 0.0275 2.0550 -0.200
C 0.9937 -0.2391 1.8701 -0.076
C 1.8442 0.7382 1.3746 -0.680
C 1.3700 2.0025 1.0845 -0.109
C 0.0240 2.2798 1.2574 -0.038
C -0.8439 1.2988 1.7157 -0.234
O -2.1948 1.4617 1.8740 -0.053
C -2.8375 2.5755 1.3062 -0.148
H -3.8617 2.5012 1.6792 0.126
H -2.4058 3.5136 1.6738 0.122
C -2.8398 2.5622 -0.2535 -0.154
N -2.2704 1.3482 -0.7694 0.026
C -1.1053 1.3076 -1.4196 -0.833
S -0.3346 2.6095 -2.0725 0.682
N -0.4965 0.0698 -1.5713 0.115
C -0.8940 -1.1293 -1.0460 -0.396
O -1.9772 -1.2968 -0.5113 0.067
C 0.0887 -2.2290 -1.1876 -0.111
C -0.3819 -3.5414 -1.2377 0.006
C 0.5263 -4.5778 -1.3464 -0.043
C 1.8771 -4.2606 -1.3985 -0.133
N 2.3340 -3.0231 -1.3163 0.080
C 1.4711 -2.0335 -1.2066 -0.096
H 1.9115 -1.0503 -1.0997 0.100
H 2.6315 -5.0290 -1.5019 0.108
H 0.1974 -5.6039 -1.3932 0.105
H -1.4464 -3.7198 -1.1973 0.123
H 0.3866 0.1172 -2.0643 0.113
H -2.6144 0.4617 -0.3988 0.127
H -3.8679 2.6570 -0.6129 0.123
H -2.2528 3.3923 -0.6540 0.064
H -0.3316 3.2666 1.0093 0.107
H 2.0326 2.7650 0.7089 0.109
Cl 3.5155 0.3603 1.1159 0.670
H 1.3832 -1.2173 2.1073 0.115
H -1.8981 -0.5938 3.3806 0.087
H -1.9588 -1.3416 1.7921 0.069
H -0.7373 -1.8703 2.9587 0.083

# 4
64
Properties=species:S:1:pos:R:3:lowdin_charge:R:1 method="wB97M-V/def2-TZVPD" gap_ev=9.7 e_homo_ev=-9.2 e_tot_ev=-35578.8684
C -0.5777 2.0929 -0.6782 0.012
C 0.4877 1.2305 -1.3436 -0.307
O -0.1785 0.4824 -2.3271 -0.088
C 0.5803 -0.0060 -3.4520 -0.602
C 1.7770 -0.8384 -3.0053 -0.016
C 1.0251 1.1624 -4.3280 -0.025
C -0.4184 -0.8717 -4.2039 -0.015
C 1.1319 0.3181 -0.2887 -0.416
O 0.6175 -0.7433 0.0345 0.063
N 2.2912 0.7462 0.2613 0.011
C 2.7912 2.1313 0.3510 -0.097
C 3.5552 1.9862 1.6751 -0.184
C 4.3071 0.6555 1.4155 -0.061
C 2.8761 0.0893 1.4440 -0.177
C 2.5810 1.1321 2.5509 -0.171
C 1.1427 1.5481 2.8009 -0.107
N 0.2748 0.4042 2.9930 0.109
C -0.2961 0.1356 4.1893 -0.469
O -0.1391 0.8081 5.1941 0.049
C -1.1579 -1.1227 4.2213 -0.121
O -1.4568 -1.6360 2.9481 -0.142
C -2.5974 -1.0301 2.3456 -0.177
C -2.5030 -1.1956 0.8452 -0.318
C -2.3637 -2.6528 0.4147 -0.120
C -2.2717 -2.7166 -1.1001 -0.201
O -3.4082 -2.1314 -1.7212 -0.133
C -3.5322 -0.7605 -1.3809 -0.202
C -3.6911 -0.5674 0.1219 -0.132
H -0.1633 2.7386 0.0962 0.067
H -1.0568 2.7164 -1.4318 0.095
H -1.3332 1.4485 -0.2271 0.078
H 1.2601 1.8694 -1.7855 0.135
H 1.4568 -1.6457 -2.3473 0.091
H 2.2679 -1.2682 -3.8796 0.093
H 2.5182 -0.2324 -2.4784 0.084
H 0.1649 1.7746 -4.6016 0.093
H 1.7614 1.7949 -3.8290 0.075
H 1.4872 0.7866 -5.2418 0.090
H -1.2891 -0.2797 -4.4879 0.094
H 0.0365 -1.2815 -5.1065 0.091
H -0.7562 -1.6951 -3.5749 0.079
H 3.4551 2.3822 -0.4788 0.127
H 1.9864 2.8644 0.3928 0.109
H 4.0516 2.8777 2.0480 0.140
H 4.8670 0.5561 0.4860 0.117
H 4.8974 0.3331 2.2695 0.117
H 2.6270 -0.9623 1.5111 0.153
H 3.0683 0.8384 3.4809 0.152
H 1.0738 2.1561 3.7018 0.128
H 0.7602 2.1475 1.9723 0.102
H 0.1232 -0.2501 2.2341 0.117
H -0.5967 -1.8841 4.7658 0.138
H -2.0563 -0.8927 4.8013 0.135
H -3.5079 -1.5001 2.7419 0.138
H -2.6321 0.0381 2.5978 0.133
H -1.5932 -0.6841 0.5166 0.109
H -1.4676 -3.0916 0.8563 0.122
H -3.2298 -3.2304 0.7568 0.130
H -1.3623 -2.1897 -1.4215 0.106
H -2.2275 -3.7456 -1.4566 0.125
H -2.6448 -0.2153 -1.7325 0.111
H -4.4037 -0.3896 -1.9207 0.124
H -4.6245 -1.0372 0.4498 0.126
H -3.7652 0.5024 0.3452 0.118

no.,largest force on an atom (eV/A)
1,4.694
2,8.184
3,0.662
4,0.065